Record 1
# C40H46NO4P2Ta

A molecular structure, C40H46NO4P2Ta (the ωB97M-V functional and the def2-TZVPD basis, the Open Molecules 2025 dataset).

XYZ file:
```
94
Properties=species:S:1:pos:R:3:forces:R:3:lowdin_charge:R:1
Ta 0.878112 0.197393 0.196463 -3.129 -2.189 -1.138 1.75
C 2.673393 5.337552 -1.937722 -0.059 0.064 0.046 -0.04
C 2.343803 4.937430 -0.524330 0.008 -0.084 -0.005 -0.25
C 2.518528 5.908821 0.464986 0.009 0.019 -0.044 -0.02
C 2.145714 5.703604 1.779007 0.023 -0.029 -0.026 -0.04
C 1.606634 4.481157 2.154935 0.003 -0.090 0.187 -0.06
C 1.477959 3.487670 1.209639 0.130 0.031 -0.124 -0.12
C 1.836674 3.691191 -0.130866 0.164 -0.202 0.074 -0.28
P 1.221517 2.355008 -1.211614 -0.719 0.807 -0.218 1.07
C 2.162146 2.080415 -2.726908 0.005 -0.191 0.088 -0.32
C 3.527052 2.381595 -2.719741 -0.088 -0.079 0.050 -0.11
C 4.301172 2.147348 -3.837884 0.123 0.015 0.027 -0.05
C 3.715660 1.599014 -4.970907 -0.020 0.005 0.011 -0.04
C 2.372235 1.262984 -4.965822 0.035 -0.031 -0.029 -0.02
C 1.568003 1.473037 -3.847832 0.021 0.092 0.098 -0.26
C 0.121123 1.054181 -3.905843 0.099 0.104 -0.111 -0.04
C -0.434911 2.999812 -1.527066 0.086 -0.160 -0.084 -0.33
C -0.685048 4.116662 -2.322732 -0.026 0.030 -0.077 -0.06
C -1.950941 4.671052 -2.345574 0.092 0.052 -0.035 -0.05
C -2.955395 4.126472 -1.553101 -0.031 -0.084 0.064 -0.04
C -2.703215 3.004484 -0.782488 -0.043 0.009 0.015 -0.03
C -1.440556 2.413329 -0.768655 0.022 -0.115 -0.039 -0.32
C -1.210819 1.124920 -0.002719 0.673 0.678 -0.006 -0.24
H 2.141327 6.257381 -2.184769 0.006 -0.004 -0.003 0.10
H 2.407908 4.584557 -2.668821 -0.004 0.037 -0.072 0.05
H 3.739111 5.551893 -2.038086 0.006 -0.042 -0.023 0.10
H 2.932775 6.865022 0.167401 -0.034 0.016 0.023 0.13
H 2.260855 6.492705 2.509806 0.021 0.011 -0.019 0.12
H 1.295746 4.306288 3.176669 0.021 0.000 -0.014 0.12
H 1.056837 2.534096 1.529369 -0.035 0.010 0.042 0.07
H 3.969846 2.819182 -1.831996 0.004 0.018 -0.027 0.10
H 5.354285 2.395364 -3.832841 -0.007 0.006 0.003 0.12
H 4.311897 1.427675 -5.857186 -0.015 -0.011 -0.006 0.12
H 1.930173 0.821636 -5.850967 -0.006 -0.007 0.015 0.12
H -0.008594 0.267668 -4.648445 0.003 -0.020 0.033 0.09
H -0.509457 1.893548 -4.202933 -0.061 -0.013 0.064 0.10
H -0.246104 0.679297 -2.950364 -0.082 -0.003 -0.009 0.05
H 0.098276 4.546391 -2.933512 0.052 0.025 0.017 0.11
H -2.150799 5.532391 -2.968576 -0.013 -0.002 0.015 0.12
H -3.940744 4.573195 -1.544160 0.003 -0.008 -0.022 0.12
H -3.494349 2.570369 -0.181860 -0.022 0.019 -0.034 0.12
H -1.861084 0.383468 -0.486973 0.281 -0.332 0.111 0.08
H -1.660833 1.253516 0.991098 0.162 -0.117 0.089 0.06
C -1.859994 -1.562717 3.353316 -0.021 -0.041 0.009 -0.01
C -2.407085 -2.679246 2.732563 0.059 0.060 -0.042 0.00
C -1.999488 -3.011282 1.452432 0.047 0.027 -0.007 0.03
C -1.064659 -2.215910 0.800745 -0.156 -0.037 0.025 -0.20
N -0.569983 -1.118666 1.403907 0.390 0.297 -0.171 -0.05
C -0.947628 -0.808849 2.650174 -0.014 0.062 0.072 -0.11
C -0.528992 -2.471797 -0.546801 0.026 0.024 -0.165 -0.19
C -0.844960 -3.600885 -1.293473 -0.086 0.035 0.097 0.00
C -0.229115 -3.825818 -2.517125 0.059 0.028 -0.042 -0.03
C 0.706020 -2.926346 -3.009309 -0.061 0.048 0.018 -0.04
C 1.010871 -1.786677 -2.278066 0.154 0.198 -0.083 -0.11
C 0.387726 -1.537420 -1.058864 0.520 0.842 0.884 -0.21
H -2.138744 -1.282926 4.358564 0.006 0.029 -0.011 0.12
H -3.143901 -3.282474 3.245253 0.013 -0.025 -0.003 0.13
H -2.406008 -3.881593 0.960029 -0.001 -0.004 0.004 0.12
H -0.504950 0.079743 3.085876 0.008 -0.022 0.016 0.12
H -1.570393 -4.316781 -0.931252 0.046 -0.037 0.011 0.12
H -0.469665 -4.715986 -3.082572 -0.026 0.003 0.009 0.12
H 1.198498 -3.106132 -3.955603 -0.017 -0.030 -0.002 0.12
H 1.739699 -1.082136 -2.667284 0.026 -0.062 -0.007 0.10
C 3.160862 -3.231063 0.987493 0.023 0.366 0.122 -0.01
C 4.476517 -2.521923 0.701847 0.173 -0.841 -0.135 -0.56
C 5.608618 -3.126991 1.513431 -0.050 0.235 0.056 -0.01
C 4.803386 -2.508746 -0.784177 -0.025 0.323 0.212 0.00
O 4.415808 -1.107861 1.199386 -0.687 0.276 -0.153 -0.13
P 3.338955 -0.029778 0.973524 2.893 0.454 0.695 0.30
O 2.032680 -0.207358 1.787225 -0.771 0.160 -0.165 -0.31
O 2.808341 0.062943 -0.471998 -0.347 0.024 -0.021 -0.36
O 3.908983 1.344932 1.397949 0.069 -0.520 0.017 -0.13
C 5.333646 1.776123 1.549267 0.698 0.240 0.112 -0.56
C 6.111238 1.409242 0.294240 -0.271 -0.091 0.020 0.00
C 5.902324 1.120376 2.797507 -0.251 -0.125 -0.043 -0.01
C 5.268146 3.282130 1.722298 -0.238 -0.078 -0.077 -0.01
H 3.238242 -4.273965 0.684897 0.056 0.002 -0.023 0.11
H 2.341894 -2.782560 0.422064 -0.060 -0.041 -0.036 0.06
H 2.928184 -3.197577 2.052929 -0.023 -0.013 -0.018 0.10
H 5.721186 -4.181081 1.265289 -0.009 0.004 -0.039 0.11
H 5.395817 -3.040649 2.579003 0.021 -0.044 0.003 0.10
H 6.546502 -2.614406 1.299372 0.017 -0.034 0.008 0.10
H 4.961315 -3.531411 -1.123311 -0.001 -0.013 0.025 0.11
H 5.715820 -1.939320 -0.965251 0.001 -0.043 -0.038 0.10
H 3.992051 -2.070852 -1.363490 -0.043 -0.004 -0.060 0.07
H 6.217498 0.329637 0.195431 0.052 0.004 -0.035 0.08
H 7.107363 1.845326 0.345341 0.002 0.021 0.019 0.11
H 5.604447 1.802038 -0.589525 0.072 -0.011 -0.007 0.08
H 5.895480 0.034237 2.710942 0.081 0.053 0.026 0.08
H 5.320244 1.406533 3.674211 0.031 0.018 0.005 0.10
H 6.929852 1.449748 2.943041 0.009 0.020 -0.018 0.11
H 4.907313 3.770916 0.816078 -0.021 0.003 -0.006 0.08
H 6.263724 3.659402 1.952407 0.007 -0.016 -0.035 0.11
H 4.605003 3.539579 2.544693 -0.041 0.040 0.067 0.09
```
Positions in Å, forces in eV/Å.

Values from the calculation:
**Kohn-Sham gap**: 7.0 eV
**Relative energy (zero: lowest compared OMol25 entry of this formula, charge and spin)**: 60.6 kJ/mol
**Total charge**: +2
**E_HOMO**: -13.9 eV

---

Record 2
# C50H54CsN3OP3Si2

A molecular structure, C50H54CsN3OP3Si2 (the ωB97M-V functional and the def2-TZVPD basis, the Open Molecules 2025 dataset).

XYZ file:
```
114
Properties=species:S:1:pos:R:3:forces:R:3:lowdin_charge:R:1
Cs 0.770514 -0.142852 -1.867802 0.084 -0.473 -1.095 0.90
C -4.385873 -1.775984 1.143548 0.144 -0.105 -0.079 -0.19
Si -3.038546 -2.802065 0.276271 -0.036 0.334 -0.278 0.31
C -3.727447 -3.154995 -1.466864 -0.107 -0.082 0.194 -0.19
C -2.986527 -4.436650 1.254160 0.086 0.182 -0.128 -0.18
N -1.571882 -1.964034 0.068749 -0.570 -0.768 0.338 -0.28
P -0.441660 -1.827259 1.193133 0.458 1.350 -0.508 0.55
C 0.598324 -0.565746 0.767356 0.925 -1.784 1.439 -0.70
P 2.240746 -0.390154 1.110090 -1.513 0.433 0.009 0.51
N 2.902729 0.461245 -0.073090 1.147 0.387 0.525 -0.42
Si 4.487231 1.071635 -0.133270 -0.176 0.067 -0.597 0.29
C 5.573712 0.045505 -1.311163 -0.009 0.156 0.153 -0.18
C 4.381264 2.793127 -0.936720 0.213 -0.098 0.105 -0.19
C 5.490060 1.269638 1.469594 -0.255 -0.099 -0.026 -0.17
C 2.246908 0.522337 2.706945 0.083 0.307 -0.045 -0.28
C 2.135006 -0.053780 3.971718 0.020 0.007 -0.111 -0.10
C 1.890670 0.730559 5.089857 -0.005 0.013 0.078 -0.10
C 1.737211 2.103443 4.964108 -0.002 0.014 0.062 -0.11
C 1.823718 2.689387 3.707421 -0.012 0.014 -0.011 -0.10
C 2.071874 1.905624 2.592565 0.115 -0.102 0.139 -0.10
C 3.394868 -1.796073 1.369907 -0.039 -0.009 0.004 -0.27
C 3.454892 -2.743160 0.347634 -0.037 -0.042 0.086 -0.10
C 4.386740 -3.765116 0.376462 -0.092 -0.073 0.009 -0.09
C 5.276803 -3.860558 1.438881 0.045 -0.045 0.051 -0.11
C 5.244413 -2.911149 2.448022 0.088 -0.006 0.040 -0.09
C 4.318213 -1.876283 2.408392 -0.085 -0.021 -0.064 -0.10
C -1.210866 -1.412061 2.816928 -0.180 0.084 -0.047 -0.27
C -1.399664 -2.228623 3.927296 -0.100 0.030 -0.069 -0.10
C -1.993108 -1.726260 5.081515 -0.036 0.001 0.087 -0.10
C -2.419174 -0.409583 5.134561 -0.021 -0.006 0.055 -0.11
C -2.256898 0.410649 4.022512 0.005 0.002 -0.036 -0.09
C -1.655159 -0.085725 2.880295 0.006 -0.037 0.157 -0.10
C 0.307439 -3.468635 1.521595 0.112 -0.053 -0.174 -0.28
C 1.025205 -3.773889 2.677383 -0.069 0.071 -0.093 -0.10
C 1.585903 -5.028697 2.852480 0.120 -0.005 0.050 -0.09
C 1.465791 -5.990473 1.859638 0.063 -0.026 -0.010 -0.11
C 0.783692 -5.688787 0.689676 0.026 -0.046 -0.031 -0.09
C 0.206535 -4.437725 0.524997 0.062 -0.032 0.112 -0.11
H -5.373678 -2.225904 0.999394 -0.002 -0.010 0.021 0.02
H -4.406920 -0.765116 0.726327 -0.001 0.002 -0.004 0.01
H -4.199582 -1.690606 2.217335 0.013 0.010 -0.001 0.01
H -4.190852 -4.144509 -1.529602 -0.031 0.022 -0.022 0.01
H -2.944319 -3.094897 -2.225618 0.062 -0.013 0.048 0.01
H -4.491861 -2.411686 -1.711057 0.009 -0.030 -0.023 0.00
H -3.991347 -4.799931 1.486931 -0.039 0.045 -0.042 0.02
H -2.465418 -4.260049 2.198701 -0.029 -0.075 0.027 0.01
H -2.447689 -5.225953 0.725742 -0.009 0.000 0.011 0.01
H 5.173352 0.078549 -2.328579 -0.024 -0.011 0.000 0.01
H 5.619478 -1.001639 -1.000387 -0.019 0.007 0.042 0.01
H 6.595415 0.438761 -1.339293 0.006 -0.029 -0.026 0.02
H 3.757259 2.759768 -1.833666 -0.021 -0.045 0.006 0.01
H 5.374080 3.150521 -1.230480 -0.023 0.053 0.010 0.01
H 3.945965 3.527565 -0.253376 -0.018 -0.015 0.010 0.01
H 6.037480 0.353673 1.704542 -0.005 0.003 -0.004 0.01
H 4.827859 1.487074 2.311127 0.053 0.031 0.019 0.01
H 6.210593 2.087594 1.388923 0.013 -0.003 -0.074 0.02
H 2.226897 -1.127282 4.087943 -0.016 -0.019 0.000 0.09
H 1.815636 0.267705 6.067348 -0.026 -0.017 -0.018 0.10
H 1.543648 2.711049 5.840442 -0.001 -0.002 -0.011 0.09
H 1.693561 3.761110 3.602767 -0.003 -0.009 -0.027 0.09
H 2.127976 2.343392 1.602275 -0.012 0.055 0.002 0.09
H 2.753895 -2.663051 -0.475554 -0.031 -0.052 -0.012 0.10
H 4.412581 -4.499560 -0.419337 -0.008 -0.003 -0.015 0.10
H 5.992874 -4.673208 1.479117 0.011 0.027 -0.020 0.09
H 5.954281 -2.965798 3.266043 -0.015 -0.007 -0.006 0.10
H 4.325870 -1.114143 3.177031 0.029 -0.052 0.017 0.09
H -1.094858 -3.267916 3.901403 -0.029 0.031 0.005 0.09
H -2.127004 -2.370357 5.943717 0.011 -0.008 -0.014 0.09
H -2.876943 -0.022396 6.037602 -0.001 -0.001 -0.006 0.09
H -2.595828 1.440147 4.055936 0.021 0.005 -0.009 0.09
H -1.493859 0.543414 2.011885 0.025 0.049 0.023 0.09
H 1.122673 -3.023267 3.452229 0.081 -0.009 -0.005 0.09
H 2.131914 -5.255683 3.760754 0.002 0.015 0.002 0.10
H 1.915271 -6.967213 1.996654 -0.021 0.000 -0.014 0.09
H 0.693961 -6.439575 -0.087969 -0.015 0.033 -0.009 0.10
H -0.358366 -4.194980 -0.367522 0.034 -0.001 -0.026 0.09
O -0.187742 -0.199891 -5.633149 -0.010 -0.138 -0.083 -0.04
N -0.682808 0.999140 -5.200196 -0.017 -0.026 -0.378 -0.08
C -0.704155 1.973741 -6.013864 0.237 -0.448 -0.102 -0.10
C -1.108795 3.290406 -5.561008 -0.246 0.714 0.463 -0.21
C -1.278793 4.299130 -6.514555 0.114 -0.410 0.034 -0.05
C -1.632988 5.578183 -6.144029 -0.094 0.250 0.061 -0.09
C -1.803756 5.878219 -4.799108 0.070 -0.057 -0.129 -0.07
C -1.634179 4.892081 -3.840120 -0.009 0.006 0.000 -0.09
C -1.307001 3.582818 -4.185636 0.115 -0.169 -0.442 -0.28
P -1.177040 2.200783 -2.969613 -0.688 0.854 0.447 0.98
C -1.493519 3.064378 -1.375443 -0.055 0.004 -0.060 -0.38
C -0.562752 4.003654 -0.925266 0.006 -0.044 -0.002 -0.12
C -0.718402 4.621701 0.304068 0.026 0.036 0.058 -0.08
C -1.789533 4.285908 1.121385 -0.004 -0.036 0.018 -0.09
C -2.684968 3.311097 0.711434 0.008 -0.008 0.052 -0.08
C -2.536714 2.700638 -0.526430 0.008 0.013 -0.021 -0.07
C -2.850527 1.494279 -3.314103 -0.002 -0.025 -0.054 -0.36
C -3.953852 2.327235 -3.506801 0.044 -0.124 0.010 -0.09
C -5.180728 1.798440 -3.873769 -0.044 0.047 0.009 -0.08
C -5.324632 0.428017 -4.040278 0.001 -0.040 -0.015 -0.09
C -4.244985 -0.411614 -3.817441 -0.081 -0.044 0.008 -0.08
C -3.015370 0.120347 -3.457572 0.062 0.089 0.059 -0.09
H 0.141719 -0.103685 -6.541026 0.016 0.045 -0.109 0.09
H -0.379801 1.851907 -7.052766 0.018 0.017 -0.009 0.13
H -1.132154 4.053261 -7.560738 0.004 0.038 -0.004 0.11
H -1.778843 6.342663 -6.896501 0.025 -0.007 -0.003 0.10
H -2.074074 6.881775 -4.496623 0.000 0.001 0.015 0.10
H -1.772182 5.149294 -2.799931 -0.044 -0.037 0.044 0.10
H 0.295384 4.253035 -1.541643 -0.005 0.002 -0.008 0.11
H 0.003465 5.356976 0.638141 0.020 -0.020 -0.032 0.10
H -1.911927 4.764742 2.084662 0.029 -0.014 0.007 0.10
H -3.499144 3.013403 1.360747 0.005 -0.015 -0.008 0.10
H -3.231186 1.926550 -0.825345 -0.034 0.021 0.011 0.10
H -3.850944 3.394791 -3.364197 -0.007 0.049 -0.053 0.10
H -6.026472 2.455752 -4.036091 0.009 0.010 0.027 0.10
H -6.278765 0.012662 -4.340469 -0.009 0.010 0.028 0.10
H -4.363115 -1.482788 -3.916369 0.052 0.014 -0.001 0.10
H -2.176345 -0.541441 -3.294869 0.051 -0.074 0.016 0.08
```
Positions in Å, forces in eV/Å.

Values from the calculation:
**Kohn-Sham gap**: 4.6 eV
**Relative energy (zero: lowest compared OMol25 entry of this formula, charge and spin)**: 129.2 kJ/mol
**Total charge**: -1
**E_HOMO**: -3.0 eV

---

Record 3
# C4H9O2

A gas-phase ion, C4H9O2 (charge -1) (the ωB97M-V functional and the def2-TZVPD basis, the Open Molecules 2025 dataset).

XYZ file:
```
15
Properties=species:S:1:pos:R:3:forces:R:3:nbo_charge:R:1
O 1.594280 1.267951 1.145566 -1.661 -0.277 0.189 -0.98
C 0.325890 1.804435 1.041761 2.415 0.139 -2.556 -0.01
C -0.659344 1.073518 -0.061202 -0.153 4.345 -0.144 -0.44
C -0.944158 -0.366303 0.039522 -0.912 -1.989 -0.499 -0.45
C -0.137714 -1.117671 -1.014265 -1.115 -0.240 -1.530 -0.04
O -0.147559 -2.562302 -0.903498 -0.535 0.403 0.326 -0.75
H -0.137446 2.017186 2.033388 -0.471 -0.176 -0.405 0.09
H 0.481905 2.789512 0.423667 -0.883 -0.396 1.232 0.06
H -0.101375 1.286839 -1.055588 -0.906 -0.284 1.457 0.18
H -1.626077 1.825215 -0.090956 1.889 -2.026 -0.030 0.16
H -2.002187 -0.632059 -0.018319 -0.268 0.215 -0.568 0.18
H -0.720529 -0.813121 0.977647 0.891 -0.033 1.167 0.21
H -0.463980 -0.812288 -2.052964 -0.270 -0.431 0.809 0.13
H 0.818763 -0.696748 -0.987506 1.924 0.189 0.538 0.19
H 0.669102 -2.973613 -1.200804 0.055 0.562 0.014 0.46
```
Positions in Å, forces in eV/Å.

Values from the calculation:
**SMILES**: [O-]CCCCO
**Kohn-Sham gap**: 5.7 eV
**Relative energy (zero: lowest compared OMol25 entry of this formula, charge and spin)**: 325.9 kJ/mol
**Total charge**: -1
**E_HOMO**: -2.1 eV

---

Record 4
# C3H7P3

A single C3H7P3 molecule (the ωB97M-V functional and the def2-TZVPD basis, the Open Molecules 2025 dataset).

XYZ file:
```
13
Properties=species:S:1:pos:R:3:forces:R:3:nbo_charge:R:1
C -0.995089 1.464066 0.177787 3.519 -0.828 -0.934 -0.39
C -1.182650 0.259682 -0.348305 0.523 -0.600 -0.002 -0.18
C 0.064399 -0.436873 -0.941404 -2.248 0.570 -3.801 -0.81
P 1.071569 -1.553051 0.017371 -0.968 -1.883 0.620 0.35
P 2.554449 -0.254219 0.787237 0.144 2.682 -1.660 0.03
P 3.406718 0.926657 -0.641628 -0.379 -0.282 0.870 -0.10
H 0.109479 1.829727 0.070977 -2.242 -0.251 0.438 0.19
H -1.637719 1.985971 0.797532 -1.438 1.105 0.707 0.20
H -2.162773 -0.289172 -0.376248 1.114 0.591 0.222 0.21
H -0.339958 -0.996817 -1.922538 1.122 0.792 2.087 0.25
H 0.775822 0.321064 -1.384232 -0.718 -0.531 0.542 0.28
H 0.238605 -1.639546 1.179985 0.231 0.005 -0.200 -0.02
H 3.455300 -1.097876 1.272132 1.339 -1.371 1.111 -0.01
```
Positions in Å, forces in eV/Å.

Values from the calculation:
**SMILES**: C=CCP[PH]#P
**Kohn-Sham gap (alpha / beta)**: 6.3 / 6.4 eV
**Relative energy (zero: lowest compared OMol25 entry of this formula, charge and spin)**: 0.0 kJ/mol
**Total charge**: 0
**E_HOMO (alpha / beta)**: -7.8 / -7.9 eV